Computed, not measured: a structure of composition C30H26N5O7S4Sc, with ωB97M-V with the def2-TZVPD basis set.

Structure (XYZ):
```
73
Properties=species:S:1:pos:R:3:forces:R:3
Sc 0.12300 0.92831 -0.44898 -0.42 -0.22 0.10
O 2.11899 4.63582 -0.78632 -0.02 0.02 0.02
C 1.81087 3.44907 -0.60932 0.03 0.01 -0.02
N 0.53968 2.95530 -0.64041 -0.01 0.04 0.09
C -0.52862 3.90599 -0.76648 0.00 0.00 0.01
C -1.74017 3.40589 -0.02607 0.01 0.00 0.00
C -2.86507 4.20789 0.15376 0.01 -0.01 0.01
C -3.97313 3.68901 0.78892 0.00 0.00 0.00
C -3.94642 2.36851 1.22230 0.00 0.00 0.01
C -2.79823 1.63796 1.00899 0.01 0.00 -0.01
N -1.71114 2.14586 0.41808 0.03 0.00 -0.03
C 2.78837 2.39250 -0.31969 -0.02 -0.01 -0.01
C 4.15267 2.61049 -0.38327 0.03 0.00 0.01
C 5.04887 1.58289 -0.15057 0.00 0.01 0.01
C 4.50545 0.29636 0.14227 -0.01 -0.01 0.00
C 3.15534 0.13250 0.20104 0.01 0.03 0.02
N 2.24870 1.14209 0.00859 0.05 -0.05 -0.09
H -0.83258 4.05162 -1.81355 0.00 0.01 0.00
H -0.22740 4.89054 -0.39337 -0.01 0.00 0.01
H -2.85174 5.22546 -0.21432 0.00 0.00 0.00
H -4.85449 4.29988 0.94022 0.00 0.00 0.00
H -4.79505 1.91283 1.71239 0.00 0.00 0.00
H -2.73506 0.60267 1.31868 0.00 0.00 0.00
H 4.47773 3.61354 -0.62981 -0.01 0.00 0.00
H 6.11692 1.74224 -0.20337 0.00 0.00 0.00
H 5.14499 -0.55679 0.32356 0.00 0.00 0.00
H 2.73367 -0.84375 0.42542 0.01 0.01 -0.01
O -2.43015 1.19080 -4.11057 0.01 -0.01 0.00
S -1.49902 0.32837 -3.35730 -0.08 0.05 0.03
O 1.42821 0.47207 -2.47198 -0.05 0.05 -0.12
O -1.38110 0.83344 -1.90107 0.19 0.22 -0.27
C -2.53006 -1.14447 -2.98528 0.06 -0.06 0.06
C -3.81231 -1.14772 -3.50236 -0.04 0.00 -0.01
C -4.67896 -2.20232 -3.24460 0.02 0.00 0.00
C -4.25658 -3.26976 -2.47044 0.01 0.01 0.00
C -2.96726 -3.28159 -1.95463 0.00 -0.02 0.01
C -2.10249 -2.22738 -2.21162 -0.05 0.05 0.06
S -0.45862 -2.35276 -1.52946 -0.08 0.26 -0.05
O 0.47242 -2.22781 -2.63078 -0.04 -0.07 -0.02
O -0.41429 -3.63024 -0.83393 -0.01 -0.03 -0.03
O -0.30971 -1.23931 -0.55371 0.22 -0.28 -0.04
H -4.11068 -0.29406 -4.09865 0.00 -0.01 0.00
H -5.68262 -2.18712 -3.65189 0.00 0.00 0.00
H -4.92293 -4.09822 -2.26561 0.00 0.00 0.00
H -2.61534 -4.10575 -1.35039 -0.01 0.00 0.00
S 1.81082 -3.07624 2.62187 -0.06 0.01 0.03
C 2.78187 -3.30467 1.26890 0.04 -0.09 -0.11
N 2.22740 -3.54043 0.04316 0.17 0.06 0.22
C 2.91514 -3.65753 -1.11340 0.00 0.02 0.01
C 4.27361 -3.58906 -1.11571 -0.03 -0.01 -0.03
C 4.91848 -3.39249 0.12195 0.02 0.01 0.04
C 4.20334 -3.25637 1.27627 0.03 0.01 -0.01
H 1.20688 -3.59005 -0.00913 -0.13 -0.06 -0.03
H 2.30272 -3.76991 -1.99747 0.02 -0.01 0.00
H 4.82401 -3.66273 -2.04068 0.00 0.00 0.00
H 5.99954 -3.32845 0.15530 0.00 0.00 0.00
H 4.68561 -3.07923 2.22592 0.00 0.00 0.00
S 3.07283 -0.65147 -4.29834 0.15 -0.10 -0.16
C 2.12359 -0.02169 -3.24535 -0.09 0.06 0.17
N 0.28933 0.00709 1.79450 0.06 0.16 0.15
C -0.58527 0.27249 2.87957 -0.01 -0.02 -0.01
C -1.47767 -0.70276 3.30973 0.00 0.00 0.00
C -2.39338 -0.40750 4.30941 0.00 0.00 0.00
C -2.41888 0.85162 4.89243 0.00 0.00 0.00
C -1.51146 1.81608 4.47158 -0.01 0.00 0.00
C -0.59868 1.53228 3.46984 0.00 0.00 -0.01
H 1.21498 0.39312 1.96688 -0.01 0.01 0.00
H 0.40015 -0.99739 1.65874 0.04 -0.03 0.00
H -1.44737 -1.68630 2.85459 0.00 0.00 0.00
H -3.08729 -1.17157 4.63696 0.00 0.00 0.00
H -3.13470 1.07892 5.67173 0.00 0.00 0.00
H -1.52060 2.80194 4.91931 0.00 0.00 0.00
H 0.09036 2.29139 3.11700 0.00 0.00 0.00
```
Forces are in eV/Å.

Computed properties:
**HOMO energy (alpha / beta)**: -0.083 / -0.205 Ha
**Spin multiplicity**: 2
**Gap between HOMO and LUMO (alpha / beta)**: 4.660 / 7.972 eV
**⟨S²⟩**: 0.768
**E**: -117364.83473 eV
**Charge**: -1

=====

Computed, not measured: a structure of composition C34H37N6O4PdSe, with ωB97M-V with the def2-TZVPD basis set.

Structure (XYZ):
```
83
Properties=species:S:1:pos:R:3:forces:R:3
Pd -0.82116 0.66675 0.73222 0.21 -0.05 -0.04
C 1.00332 -1.49456 -5.00940 -0.07 -0.06 -0.06
O 2.23188 -2.02158 -4.50293 0.05 0.06 0.07
C 2.10448 -3.15075 -3.73680 0.00 -0.08 -0.04
C 2.46236 -4.38136 -4.26161 -0.05 0.03 0.00
C 2.38912 -5.52115 -3.47569 -0.01 0.00 0.01
C 1.97822 -5.42529 -2.15459 0.00 0.01 -0.02
C 1.65139 -4.19173 -1.61207 0.02 0.02 0.02
C 1.69908 -3.05038 -2.40449 -0.04 0.04 -0.08
N 1.45025 -1.74482 -1.91693 0.13 -0.02 0.25
C 0.55160 -1.36602 -0.97478 -0.19 -0.07 -0.24
N -0.48140 -2.20559 -0.76032 0.00 0.07 -0.01
C -1.32140 -2.21697 0.36853 0.04 -0.09 0.06
C -1.53930 -1.11978 1.18066 0.00 0.20 -0.07
C -2.29726 -1.30815 2.34526 0.01 -0.04 0.00
C -2.87204 -2.52902 2.63431 0.01 -0.01 -0.04
C -2.71385 -3.61130 1.77180 0.01 0.02 0.00
C -1.92657 -3.45783 0.64928 0.05 0.00 -0.01
O -1.64552 -4.44196 -0.25208 0.00 0.04 0.00
C -2.23696 -5.71693 -0.04605 0.00 0.00 0.01
N 0.64399 -0.20972 -0.35930 0.03 0.02 -0.05
C 1.77858 0.59345 -0.69362 -0.01 -0.06 0.01
C 2.85092 0.64257 0.19221 -0.07 0.10 0.06
C 4.00196 1.34645 -0.11375 -0.04 0.04 -0.01
C 4.08654 2.02149 -1.32491 0.00 0.00 0.01
C 3.03101 1.97403 -2.21808 -0.05 0.01 0.01
C 1.87257 1.26057 -1.92074 0.15 0.05 -0.01
O 0.97007 1.12715 -2.94133 -0.03 0.01 0.06
C -0.40863 1.43374 -2.72964 0.02 -0.04 0.06
H 1.27413 -0.77284 -5.77519 -0.01 0.03 0.02
H 0.43004 -0.99236 -4.22718 0.03 -0.05 -0.01
H 0.40408 -2.29146 -5.45502 0.02 0.00 -0.02
H 2.79351 -4.42308 -5.29010 0.01 -0.01 -0.02
H 2.66266 -6.48039 -3.89244 0.00 -0.01 0.00
H 1.93676 -6.30740 -1.53096 0.00 -0.02 0.01
H 1.38699 -4.11566 -0.56556 -0.01 0.01 0.02
H 2.07738 -1.02957 -2.25741 -0.05 -0.06 -0.04
H -0.48296 -3.06461 -1.29195 -0.01 0.01 -0.01
H -2.43634 -0.49401 3.04377 -0.02 -0.02 -0.01
H -3.45663 -2.64979 3.53636 -0.01 0.00 0.01
H -3.17877 -4.55883 1.99788 -0.01 -0.01 0.01
H -3.32634 -5.64703 -0.06200 0.01 -0.01 0.00
H -1.90895 -6.14982 0.90095 0.00 0.00 0.00
H -1.89897 -6.34121 -0.86770 -0.01 0.00 0.00
H 2.76726 0.09167 1.12187 0.00 -0.01 0.00
H 4.83164 1.35701 0.57930 0.02 0.00 0.02
H 4.98301 2.56851 -1.58310 0.01 0.01 -0.01
H 3.08556 2.46538 -3.18002 0.01 0.01 -0.01
H -0.81606 1.66260 -3.71221 0.01 0.00 0.01
H -0.51828 2.30249 -2.08142 -0.01 0.02 0.08
H -0.94962 0.58143 -2.30815 0.03 0.06 0.02
O 0.03842 2.71619 0.54995 0.00 -0.22 -0.11
C 0.58275 3.28873 1.50896 -0.05 0.11 -0.17
C 0.90507 4.75602 1.45314 -0.03 0.01 -0.01
C 2.41575 5.06686 1.49283 0.00 0.00 0.00
C 3.25899 4.08541 2.30325 -0.01 0.01 0.00
C 2.79996 3.86285 3.74086 0.00 0.00 -0.03
C 1.36690 3.30773 3.85630 0.03 0.00 0.02
N 0.87431 2.64623 2.64911 -0.02 -0.14 0.07
H 0.40292 5.23453 2.29845 -0.01 -0.01 0.01
H 0.45440 5.15047 0.54527 -0.01 -0.01 0.02
H 2.54020 6.07771 1.88512 0.01 0.01 -0.02
H 2.79364 5.07746 0.46941 0.00 0.00 0.00
H 4.29108 4.43941 2.31310 0.00 0.00 0.01
H 3.27384 3.12453 1.78735 0.04 -0.03 -0.03
H 2.84660 4.79993 4.29961 0.02 -0.01 0.02
H 3.49623 3.17646 4.22467 0.00 -0.01 -0.01
H 0.67067 4.10726 4.11574 -0.01 0.00 -0.01
H 1.30402 2.57389 4.65794 0.01 0.02 0.01
H 0.71978 1.64412 2.65277 0.06 0.07 -0.02
Se -2.24596 2.50914 3.16504 -0.07 -0.01 -0.05
N -2.42079 1.56541 1.64461 -0.14 -0.07 0.27
C -3.70994 1.35023 1.44134 0.12 0.12 -0.19
C -4.27380 0.64702 0.33106 0.01 -0.06 0.02
C -5.61912 0.52081 0.27125 0.06 0.01 0.02
C -6.48698 1.07133 1.27933 0.04 0.06 0.07
C -5.99799 1.75703 2.33591 -0.01 -0.03 -0.06
C -4.57734 1.92031 2.44751 0.02 0.09 0.11
N -3.98122 2.56640 3.42987 -0.19 -0.04 -0.03
H -3.62139 0.22934 -0.42429 0.00 0.01 0.04
H -6.06409 -0.00858 -0.56056 -0.02 0.00 0.00
H -7.55465 0.93573 1.17612 -0.01 -0.01 -0.02
H -6.63557 2.18774 3.09411 0.00 0.00 0.02
```
Forces are in eV/Å.

Computed properties:
**HOMO energy**: -0.384 Ha
**Gap between HOMO and LUMO**: 6.802 eV
**E**: -121810.38001 eV
**Charge**: +1